Model P:
ORCA calculation (ωB97M-V/def2-TZVPD) on a single C5H9N molecule.

XYZ file:
```
15
C5H9N (ωB97M-V/def2-TZVPD)
C -0.89 1.35 -0.01
C 0.02 0.20 -0.45
N -1.68 -1.37 0.07
C -0.46 -1.20 -0.41
C 1.42 0.35 0.06
C 2.24 -0.65 0.36
H -2.06 -2.30 0.12
H -2.29 -0.63 0.42
H 0.08 0.06 -1.59
H 1.74 1.37 0.19
H -1.06 1.31 1.06
H -1.85 1.32 -0.53
H -0.41 2.31 -0.24
H 3.25 -0.46 0.71
H 1.95 -1.68 0.25
```

Results
* total charge: 0
* HOMO level: -7.966 eV
* lowest unoccupied orbital energy: 1.0 eV


Model Q:
ORCA calculation (ωB97M-V/def2-TZVPD) on a single C5H9N molecule.

XYZ file:
```
15
C5H9N (ωB97M-V/def2-TZVPD)
C -1.22 0.66 0.04
C 0.39 -0.98 -0.08
C 0.89 0.11 -1.03
C 0.30 1.07 0.10
C 0.83 -0.04 1.03
H -1.62 0.85 1.04
H -1.89 1.05 -0.70
H -1.60 -1.50 0.44
H 0.65 -1.97 -0.13
H 1.94 0.18 -1.09
H 0.24 0.39 -1.90
H 0.39 2.20 0.19
H 1.95 -0.13 1.05
H 0.42 -0.25 2.03
N -1.08 -0.81 -0.19
```

Results
* total charge: 0
* SMILES: C1N[C@H]2C[C@@H]1C2
* HOMO level: -8.441 eV
* lowest unoccupied orbital energy: 1.1 eV


Last place for stability: model P


Model P:
ORCA calculation (ωB97M-V/def2-TZVPD) on 2 unconnected molecules or ions with the total composition C3H12NO2.

XYZ file:
```
18
C3H12NO2 (ωB97M-V/def2-TZVPD)
C 0.66 -0.22 -1.62
O 1.68 -1.19 -1.41
C 0.23 0.53 -0.37
C -1.30 0.83 -0.49
N 0.39 -0.42 0.82
H 0.89 0.62 -2.29
H -0.17 -0.72 -2.13
H 2.50 -0.77 -1.70
H 0.72 1.51 -0.32
H -1.86 0.03 0.01
H -1.55 0.96 -1.55
H -1.57 1.70 0.11
H -0.43 -1.01 0.93
H 1.16 -1.10 0.76
H 0.63 0.02 1.71
H -1.71 0.14 3.35
H -1.53 1.33 2.33
O -1.41 0.38 2.47
```

Results
* total charge: +1
* HOMO level: -15.194 eV
* lowest unoccupied orbital energy: -3.2 eV


Model Q:
ORCA calculation (ωB97M-V/def2-TZVPD) on 3 unconnected molecules or ions with the total composition C3H12NO2.

XYZ file:
```
18
C3H12NO2 (ωB97M-V/def2-TZVPD)
C -1.38 0.82 1.91
C -1.61 0.51 0.37
C -0.66 -1.15 -1.31
N -0.62 -0.44 -0.18
H -0.35 1.33 2.00
H -1.43 -0.01 2.51
H -2.07 1.58 2.24
H -1.64 1.34 -0.33
H -2.59 0.08 0.19
H 0.09 -2.00 -1.32
H -1.64 -1.34 -1.73
H 0.35 -0.50 0.28
H 2.58 -0.54 0.19
H 2.45 0.06 1.55
O 1.98 -0.48 0.92
H 1.47 -0.11 -2.46
H 2.76 0.64 -2.78
O 2.31 0.20 -2.04
```

Results
* total charge: +1
* HOMO level: -15.509 eV
* lowest unoccupied orbital energy: -5.5 eV


Last place for stability: model Q


Model P:
ORCA calculation (ωB97M-V/def2-TZVPD) on 3 unconnected molecules or ions with the total composition C3H12NO2.

XYZ file:
```
18
C3H12NO2 (ωB97M-V/def2-TZVPD)
C -1.84 1.93 -1.35
C -1.77 0.46 -0.97
C -1.12 0.10 1.32
N -0.70 0.33 0.12
H -2.24 2.00 -2.35
H -0.81 2.28 -1.38
H -2.56 2.33 -0.61
H -1.34 -0.17 -1.77
H -2.79 0.13 -0.61
H -0.33 0.31 2.05
H -2.16 -0.05 1.47
H 0.23 0.65 -0.11
H 2.70 -0.32 1.23
H 1.84 -1.35 0.86
O 1.74 -0.49 1.30
H 4.38 -2.50 -0.12
H 3.23 -3.28 0.60
O 3.53 -2.37 0.32
```

Results
* total charge: +1
* HOMO level: -15.098 eV
* lowest unoccupied orbital energy: -4.6 eV


Model Q:
ORCA calculation (ωB97M-V/def2-TZVPD) on 3 unconnected molecules or ions with the total composition C3H12NO2.

XYZ file:
```
18
C3H12NO2 (ωB97M-V/def2-TZVPD)
C 0.65 -2.45 0.11
C 0.83 -1.11 -0.56
C -0.47 0.77 0.29
N 0.59 0.06 0.32
H 1.21 -2.49 1.05
H -0.37 -2.63 0.41
H 0.95 -3.25 -0.55
H 1.86 -0.96 -0.87
H 0.21 -1.07 -1.45
H -0.34 1.83 0.51
H -1.46 0.39 0.12
H 1.37 0.53 0.75
H 2.25 3.11 2.04
H 1.62 3.70 0.71
O 1.60 2.97 1.33
H -3.61 -0.32 -0.85
H -3.79 0.63 -1.98
O -3.09 0.30 -1.38
```

Results
* total charge: +1
* HOMO level: -15.306 eV
* lowest unoccupied orbital energy: -4.7 eV


Last place for stability: model P


Model P:
ORCA calculation (ωB97M-V/def2-TZVPD) on 3 unconnected molecules or ions with the total composition C3H12NO2.

XYZ file:
```
18
C3H12NO2 (ωB97M-V/def2-TZVPD)
C 2.69 -0.88 0.99
C 1.96 0.36 0.54
C 0.80 0.40 -0.07
N 0.04 -0.81 -0.51
H 3.69 -0.52 1.21
H 2.60 -1.76 0.37
H 2.29 -1.15 1.98
H 2.36 1.33 0.80
H 0.28 1.29 -0.39
H 0.60 -1.60 -0.86
H -0.71 -0.59 -1.20
H -0.40 -1.13 0.36
H -3.09 0.23 -1.20
H -2.95 -0.87 -2.29
O -2.43 -0.34 -1.66
H -2.10 2.52 0.33
H -3.07 1.84 1.18
O -2.55 1.68 0.42
```

Results
* total charge: +1
* HOMO level: -14.420 eV
* lowest unoccupied orbital energy: -3.1 eV


Model Q:
ORCA calculation (ωB97M-V/def2-TZVPD) on 2 unconnected molecules or ions with the total composition C3H12NO2.

XYZ file:
```
18
C3H12NO2 (ωB97M-V/def2-TZVPD)
O -1.42 -1.45 -1.31
C -0.27 -2.12 -0.75
C 0.49 -1.25 0.22
N 0.03 0.23 0.31
C 0.89 0.96 1.56
H -1.78 -1.95 -2.10
H 0.33 -2.37 -1.62
H -0.35 -3.05 -0.22
H 0.42 -1.64 1.22
H 1.51 -1.04 -0.12
H 0.22 0.60 -0.59
H -0.94 0.40 0.41
H 1.94 0.49 1.63
H 0.84 2.01 1.36
H 0.27 0.58 2.41
H -0.15 3.57 -0.39
H -1.46 3.17 -1.15
O -0.58 2.87 -0.87
```

Results
* total charge: +1
* HOMO level: -14.562 eV
* lowest unoccupied orbital energy: -3.1 eV


Last place for stability: model Q


Model P:
ORCA calculation (ωB97M-V/def2-TZVPD) on 3 unconnected molecules or ions with the total composition C3H12NO2.

XYZ file:
```
18
C3H12NO2 (ωB97M-V/def2-TZVPD)
C -1.62 0.17 -1.42
C -0.26 0.75 -1.28
C 0.76 0.57 -2.10
N -0.05 1.57 -0.07
H -1.78 -0.81 -0.96
H -2.33 0.95 -1.12
H -1.89 -0.09 -2.44
H 1.75 0.90 -1.77
H 0.72 -0.06 -2.98
H -0.88 2.01 0.32
H 0.67 2.27 -0.23
H 0.37 0.87 0.69
H 0.62 -0.95 1.70
H 1.46 0.31 2.28
O 0.62 0.02 1.93
H -0.16 -2.93 2.67
H 1.37 -2.81 2.68
O 0.61 -2.71 2.09
```

Results
* total charge: +1
* HOMO level: -14.150 eV
* lowest unoccupied orbital energy: -3.1 eV


Model Q:
ORCA calculation (ωB97M-V/def2-TZVPD) on 3 unconnected molecules or ions with the total composition C3H12NO2.

XYZ file:
```
18
C3H12NO2 (ωB97M-V/def2-TZVPD)
C -0.69 -0.02 1.96
C 0.33 -0.09 0.78
C 1.47 -0.77 0.77
N -0.12 0.56 -0.44
H 0.09 -0.11 2.90
H -1.58 0.73 1.85
H -1.24 -0.97 2.14
H 1.92 -0.92 -0.10
H 1.90 -1.33 1.58
H 0.47 0.62 -1.21
H -0.53 1.53 -0.01
H -0.77 -0.15 -0.78
H 2.04 1.85 -2.63
H 3.10 2.01 -1.42
O 2.12 1.96 -1.64
H -3.18 -1.98 -0.67
H -2.78 -1.39 -2.02
O -2.54 -1.53 -1.07
```

Results
* total charge: +1
* HOMO level: -14.173 eV
* lowest unoccupied orbital energy: -3.3 eV


Last place for stability: model Q


Model P:
ORCA calculation (ωB97M-V/def2-TZVPD) on a molecular structure, C3H9N4.

XYZ file:
```
16
C3H9N4 (ωB97M-V/def2-TZVPD)
C 0.75 0.56 1.01
C -0.40 -0.14 0.25
C 1.83 1.25 0.27
N -3.69 0.63 2.83
N -2.98 1.02 2.09
N -0.58 1.06 0.66
N -1.26 -2.12 -1.22
H 1.01 0.14 1.95
H -0.93 -1.05 -0.46
H 2.71 0.67 0.19
H 2.15 2.16 0.81
H 1.46 1.73 -0.77
H -1.26 1.86 0.76
H -2.11 -2.47 -0.79
H -0.46 -2.76 -1.35
H -1.17 -1.67 -2.17
```

Results
* total charge: +1
* HOMO level: -14.406 eV
* lowest unoccupied orbital energy: -4.0 eV


Model Q:
ORCA calculation (ωB97M-V/def2-TZVPD) on a molecular structure, C3H9N4.

XYZ file:
```
16
C3H9N4 (ωB97M-V/def2-TZVPD)
C -0.54 -0.15 -0.92
C 0.40 1.06 -1.16
C 0.40 -0.42 1.32
N 1.22 1.26 0.99
N -0.23 -0.90 0.29
N -0.98 -2.05 0.29
N 0.56 1.85 -0.01
H -1.70 0.15 -0.84
H -0.44 -0.86 -1.65
H 1.47 0.69 -1.13
H 0.27 1.58 -2.01
H 0.59 -1.04 2.19
H 0.87 1.63 1.83
H -0.71 -2.68 1.09
H -0.95 -2.51 -0.63
H -0.23 2.40 0.34
```

Results
* total charge: +1
* HOMO level: -13.323 eV
* lowest unoccupied orbital energy: -4.3 eV


Model R:
ORCA calculation (ωB97M-V/def2-TZVPD) on a gas-phase ion, C3H9N4 (charge +1).

XYZ file:
```
16
C3H9N4 (ωB97M-V/def2-TZVPD)
C -0.08 -0.76 1.13
C 0.73 -0.89 -0.16
C 0.50 0.33 -1.04
N -1.25 -0.33 0.97
N 0.60 -0.84 2.32
N -1.19 1.57 -1.85
N -0.83 0.42 -1.57
H 1.84 -0.79 0.16
H 0.59 -1.82 -0.75
H 0.88 1.29 -0.48
H 1.18 0.18 -1.89
H 1.44 -1.28 2.40
H 0.03 -0.89 3.17
H -0.55 2.39 -1.77
H -2.05 1.73 -2.36
H -1.82 -0.31 1.72
```

Results
* total charge: +1
* SMILES: [H]/N=C(\N)CCN=[NH2+]
* HOMO level (spin up / spin down): -13.277 / -13.276 eV
* lowest unoccupied orbital energy (spin up / spin down): -5.8 / -5.8 eV


Last place for stability: model Q


Model P:
ORCA calculation (ωB97M-V/def2-TZVPD) on 2 unconnected molecules or ions with the total composition C3H9N4.

XYZ file:
```
16
C3H9N4 (ωB97M-V/def2-TZVPD)
C 1.79 0.65 0.31
C -2.47 -0.34 -0.12
C -2.92 0.98 0.05
N 2.94 0.38 -0.24
N -1.92 -1.36 -0.29
N 0.69 -0.01 0.33
N 0.65 -1.47 0.07
H 1.81 1.66 0.63
H -2.47 1.42 0.91
H -4.03 1.08 0.02
H -2.43 1.62 -0.74
H 3.62 1.14 -0.20
H -0.41 -1.59 -0.09
H 0.81 -2.19 0.75
H 3.31 -0.48 -0.59
H 1.06 -1.50 -0.83
```

Results
* total charge: +1
* HOMO level: -14.258 eV
* lowest unoccupied orbital energy: -3.2 eV


Model Q:
ORCA calculation (ωB97M-V/def2-TZVPD) on 2 unconnected molecules or ions with the total composition C3H9N4.

XYZ file:
```
16
C3H9N4 (ωB97M-V/def2-TZVPD)
C 0.15 0.36 1.44
C -1.06 0.19 -1.23
C -0.26 1.09 -1.99
N 0.86 0.08 2.52
N -2.10 -0.37 -1.22
N 0.18 -0.32 0.35
N 0.94 -1.49 0.31
H -0.46 1.25 1.45
H 0.64 0.58 -2.36
H 0.07 1.93 -1.38
H -0.83 1.46 -2.84
H 0.77 0.61 3.37
H -2.57 -1.03 -0.62
H 0.45 -2.21 -0.21
H 1.37 -0.80 2.54
H 1.85 -1.33 -0.12
```

Results
* total charge: +1
* HOMO level: -13.408 eV
* lowest unoccupied orbital energy: -3.2 eV


Model R:
ORCA calculation (ωB97M-V/def2-TZVPD) on a gas-phase ion, C3H9N4 (charge +1).

XYZ file:
```
16
C3H9N4 (ωB97M-V/def2-TZVPD)
C 0.56 0.50 0.01
C -1.20 1.04 -1.57
C 0.10 -1.12 -0.38
N 1.20 0.63 1.20
N 0.19 -2.11 1.77
N 0.22 -1.86 0.57
N -0.74 0.92 -0.17
H 1.28 0.55 -0.82
H -2.07 1.65 -1.51
H -0.34 1.54 -1.95
H -1.49 0.14 -1.88
H -0.10 -1.30 -1.43
H 2.17 0.51 1.31
H 0.93 -2.49 2.27
H -1.45 0.79 0.46
H 0.74 0.61 2.12
```

Results
* total charge: +1
* SMILES: CN[C@@H](N)C=[N+]=N
* HOMO level (spin up / spin down): -13.309 / -13.309 eV
* lowest unoccupied orbital energy (spin up / spin down): -4.9 / -4.9 eV


Last place for stability: model R


Model P:
ORCA calculation (ωB97M-V/def2-TZVPD) on a molecular structure, C26H24N2O6Pd.

XYZ file:
```
59
C26H24N2O6Pd (ωB97M-V/def2-TZVPD)
Pd 0.11 0.13 -0.41
O -0.30 0.00 2.17
C -0.31 1.34 2.65
C -0.46 2.28 1.44
O -0.44 3.48 1.59
O -0.72 1.76 0.25
C 0.92 1.64 3.51
C 1.24 2.95 3.89
C 2.34 3.20 4.69
C 3.15 2.16 5.14
C 2.83 0.86 4.79
C 1.71 0.61 3.99
C -1.58 1.44 3.52
C -2.36 2.59 3.61
C -3.50 2.61 4.41
C -3.87 1.50 5.14
C -3.07 0.36 5.09
C -1.94 0.33 4.29
H 0.62 -0.29 2.13
H 0.64 3.77 3.52
H 2.57 4.22 4.96
H 4.01 2.36 5.76
H 3.43 0.03 5.14
H 1.47 -0.43 3.79
H -2.08 3.47 3.05
H -4.11 3.51 4.45
H -4.76 1.51 5.76
H -3.33 -0.52 5.68
H -1.33 -0.55 4.25
O 1.69 -1.11 -1.24
C 2.52 -0.38 -0.67
N 2.04 0.62 0.07
C 3.12 1.40 0.55
O 3.06 2.40 1.20
C 4.37 0.70 0.07
C 5.70 1.00 0.28
C 6.65 0.16 -0.29
C 6.27 -0.95 -1.04
C 4.93 -1.25 -1.26
C 4.00 -0.40 -0.68
H 5.98 1.87 0.87
H 7.70 0.36 -0.14
H 7.03 -1.59 -1.47
H 4.62 -2.10 -1.85
C -4.48 0.68 0.57
N -3.48 -0.36 0.33
C -3.29 -1.37 1.38
C -2.57 -0.23 -0.62
C -2.77 0.83 -1.66
O -1.59 -1.04 -0.66
H -5.15 0.34 1.36
H -5.07 0.88 -0.32
H -4.01 1.61 0.90
H -4.27 -1.70 1.72
H -2.73 -0.95 2.21
H -2.74 -2.21 0.97
H -3.73 0.70 -2.16
H -1.97 0.76 -2.39
H -2.74 1.82 -1.21
```

Results
* total charge: 0
* HOMO level: -8.767 eV
* lowest unoccupied orbital energy: -0.2 eV


Model Q:
ORCA calculation (ωB97M-V/def2-TZVPD) on a molecular structure, C26H24N2O6Pd.

XYZ file:
```
59
C26H24N2O6Pd (ωB97M-V/def2-TZVPD)
Pd 0.49 0.24 -0.09
O -1.15 0.22 1.98
C -1.53 -1.13 1.72
C -1.96 -1.26 0.25
O -2.83 -2.01 -0.14
O -1.24 -0.55 -0.57
C -2.52 -1.56 2.80
C -2.10 -1.39 4.12
C -2.92 -1.73 5.18
C -4.18 -2.26 4.93
C -4.61 -2.43 3.63
C -3.78 -2.09 2.56
C -0.26 -1.95 1.80
C -0.31 -3.32 1.55
C 0.85 -4.07 1.58
C 2.08 -3.48 1.86
C 2.14 -2.12 2.10
C 0.97 -1.35 2.07
H -1.68 0.85 1.46
H -1.12 -0.97 4.31
H -2.58 -1.58 6.19
H -4.83 -2.53 5.76
H -5.59 -2.84 3.43
H -4.12 -2.25 1.55
H -1.26 -3.78 1.34
H 0.80 -5.14 1.38
H 2.98 -4.08 1.88
H 3.08 -1.64 2.33
H 1.03 -0.30 2.35
O 1.46 1.51 -3.03
C 0.48 2.02 -2.51
N -0.01 1.74 -1.25
C -1.17 2.43 -1.00
O -1.84 2.35 0.01
C -1.42 3.31 -2.18
C -2.41 4.24 -2.43
C -2.36 4.91 -3.64
C -1.34 4.67 -4.56
C -0.34 3.73 -4.30
C -0.41 3.07 -3.09
H -3.20 4.42 -1.71
H -3.12 5.64 -3.88
H -1.33 5.21 -5.50
H 0.45 3.53 -5.01
C 4.11 -0.04 -2.93
N 3.49 -0.23 -1.63
C 2.77 -1.49 -1.46
C 3.25 0.78 -0.80
C 3.89 2.12 -1.10
O 2.53 0.65 0.22
H 4.59 -0.97 -3.23
H 4.86 0.75 -2.90
H 3.35 0.23 -3.67
H 3.35 -2.28 -1.93
H 1.79 -1.43 -1.94
H 2.64 -1.71 -0.41
H 4.97 2.03 -1.20
H 3.65 2.79 -0.27
H 3.47 2.52 -2.02
```

Results
* total charge: 0
* HOMO level: -8.769 eV
* lowest unoccupied orbital energy: -0.9 eV


Last place for stability: model P


Model P:
ORCA calculation (ωB97M-V/def2-TZVPD) on a single C4H8O2 molecule.

XYZ file:
```
14
C4H8O2 (ωB97M-V/def2-TZVPD)
C -1.21 -1.22 -0.24
C -0.64 0.18 -0.45
O -0.70 0.96 0.73
C 0.68 0.95 1.08
C 1.20 0.56 -0.30
O 1.96 -0.50 -0.52
H -0.63 -1.76 0.52
H -2.24 -1.13 0.11
H -1.20 -1.80 -1.17
H -1.08 0.69 -1.31
H 0.92 0.17 1.82
H 1.00 1.93 1.45
H 1.28 1.42 -1.00
H 0.64 -0.47 -0.75
```

Results
* total charge: 0
* HOMO level: -9.171 eV
* lowest unoccupied orbital energy: 0.9 eV


Model Q:
ORCA calculation (ωB97M-V/def2-TZVPD) on a single C4H8O2 molecule.

XYZ file:
```
14
C4H8O2 (ωB97M-V/def2-TZVPD)
O 3.34 0.22 -0.29
C 2.24 -0.26 0.02
C 0.85 0.26 -0.43
C -0.37 0.03 0.51
C -1.76 0.40 -0.08
O -0.41 -1.29 1.00
H 2.12 -1.39 0.14
H 0.38 0.07 -1.44
H 1.03 1.32 -0.63
H -0.23 0.76 1.23
H -1.40 1.32 -0.67
H -2.57 0.54 0.70
H -1.91 -0.38 -0.92
H -1.30 -1.61 0.88
```

Results
* total charge: 0
* SMILES: C[C@@H](O)CC=O
* HOMO level: -9.826 eV
* lowest unoccupied orbital energy: 0.5 eV


Last place for stability: model P


Model P:
ORCA calculation (ωB97M-V/def2-TZVPD) on 2 unconnected molecules or ions with the total composition C4H8O2.

XYZ file:
```
14
C4H8O2 (ωB97M-V/def2-TZVPD)
C -1.19 -0.50 1.14
C -0.67 -0.32 -0.27
O -1.49 -0.58 -1.27
C 0.28 0.85 -0.44
C 1.73 0.76 -0.29
O 1.12 0.82 -1.57
H -1.98 0.25 1.25
H -1.64 -1.48 1.25
H -0.42 -0.33 1.90
H 0.35 -1.39 -0.35
H -0.35 -1.34 -1.05
H -0.22 1.80 -0.26
H 2.19 -0.19 -0.04
H 2.30 1.65 0.00
```

Results
* total charge: 0
* HOMO level: -9.574 eV
* lowest unoccupied orbital energy: 0.7 eV


Model Q:
ORCA calculation (ωB97M-V/def2-TZVPD) on a single C4H8O2 molecule.

XYZ file:
```
14
C4H8O2 (ωB97M-V/def2-TZVPD)
C -1.65 -0.26 -0.43
C -0.25 0.33 -0.30
O -0.21 1.33 0.70
C 0.71 -0.79 0.15
C 2.27 0.18 0.11
O 2.18 -0.75 1.01
H -2.35 0.51 -0.78
H -1.68 -1.08 -1.16
H -2.00 -0.63 0.53
H 0.10 0.72 -1.27
H -0.79 2.05 0.42
H 0.89 -1.51 -0.64
H 0.24 -1.24 1.04
H 2.53 1.15 0.62
```

Results
* total charge: 0
* HOMO level: -7.596 eV
* lowest unoccupied orbital energy: 0.8 eV


Model R:
ORCA calculation (ωB97M-V/def2-TZVPD) on a single C4H8O2 molecule.

XYZ file:
```
14
C4H8O2 (ωB97M-V/def2-TZVPD)
C 1.46 0.04 -0.73
C 0.08 -0.39 -0.09
C -0.06 0.22 1.27
O -1.13 -0.35 1.98
C -1.34 -0.02 -1.00
O -0.78 0.10 -2.06
H 1.65 -0.40 -1.71
H 2.30 -0.28 -0.07
H 1.56 1.13 -0.83
H 0.06 -1.48 -0.09
H 0.84 0.06 1.86
H -0.19 1.31 1.12
H -1.94 -0.06 1.54
H -2.50 0.10 -1.18
```

Results
* total charge: 0
* SMILES: C[C@H](C=O)CO
* HOMO level: -8.988 eV
* lowest unoccupied orbital energy: 0.8 eV


Last place for stability: model Q